Entry from the Open Molecules 2025 dataset: a structure of composition C4H10O2 (ωB97M-V/def2-TZVPD).

## Properties
* ΔE to the lowest compared entry with this formula, charge and spin: 104.62 kcal/mol
* HOMO: -0.3542 hartree
* total charge: 0
* orbital gap: 10.160 eV

Element x y z (Å)
C -0.531 2.139 -0.229
C 0.315 0.941 0.192
C -0.230 -0.364 -0.355
O -0.204 -0.334 -1.761
C 0.619 -1.593 -0.018
O 0.240 -2.724 -0.607
H -0.126 3.070 0.180
H -0.557 2.221 -1.320
H -1.563 2.035 0.125
H 1.344 1.064 -0.168
H 0.356 0.870 1.289
H -1.253 -0.539 0.020
H -0.361 -1.256 -2.032
H 0.342 -1.729 1.360
H 1.699 -1.391 0.104
H 0.154 -2.470 0.790

Force components x, y, z for each atom (eV/Å):
C -0.0474 0.0508 -0.0094
C 0.0722 -0.0291 0.0323
C -0.0115 0.1015 0.2419
O -0.1001 -0.1591 -0.1402
C 0.0714 0.1719 0.2190
O 0.0578 -0.0801 -0.1018
H -0.0569 -0.1401 -0.0714
H 0.0006 0.0072 0.1639
H 0.1437 0.0112 -0.0448
H -0.1305 -0.0218 0.0508
H -0.0004 0.0017 -0.1442
H 0.1429 0.0178 -0.0976
H 0.0411 0.1565 -0.0613
H 0.0587 0.1320 -0.0930
H -0.1516 -0.0278 -0.0747
H -0.0901 -0.1925 0.1305